Density functional theory data (ωB97M-V/def2-TZVPD) for C15H40AlINO8P2 as an isolated structure.

Properties
HOMO level: -4.4 eV
LUMO energy: -0.341 eV
Net charge: -1

CARTESIAN COORDINATES (ANGSTROEM)
1 C -4.26092 -0.27826 -0.68657
2 C -3.00657 0.71832 -0.33902
3 C -2.36486 0.53112 1.15995
4 N -3.09578 1.31147 2.24998
5 Al -2.34472 0.70189 3.91497
6 I -3.89260 -0.89010 5.27394
7 H -5.27245 0.05329 -0.14845
8 H -4.06924 -1.41422 -0.48092
9 H -4.45294 -0.18033 -1.85989
10 H -3.27239 1.87057 -0.50173
11 H -2.13492 0.46374 -1.11295
12 H -2.23199 -0.57878 1.50802
13 H -1.27051 0.99849 1.11768
14 H -4.13353 1.17691 2.19611
15 H -0.99436 -0.12739 3.61599
16 H -1.96688 1.98403 4.79738
17 O 2.06170 -4.93463 5.38654
18 P 2.46079 -4.20349 4.08128
19 O 3.31666 -3.01088 4.84706
20 C 4.60576 -3.32996 5.33864
21 C 5.60766 -3.48134 4.20949
22 O 1.03133 -3.36395 3.92337
23 C -0.16523 -3.86173 4.50162
24 C -0.37419 -3.27685 5.88922
25 O 2.90669 -3.38660 2.62293
26 C 3.16288 -4.25107 1.52603
27 C 1.95270 -5.09614 1.16653
28 H 4.56515 -4.23872 5.94806
29 H 4.91712 -2.50763 5.98972
30 H 5.39993 -4.38406 3.62881
31 H 6.62594 -3.56013 4.60150
32 H 5.55592 -2.63098 3.52144
33 H -0.16419 -4.95664 4.51806
34 H -0.99506 -3.55957 3.85521
35 H 0.51543 -3.37235 6.52127
36 H -1.21384 -3.76615 6.39225
37 H -0.58977 -2.20464 5.81855
38 H 4.01734 -4.88975 1.76347
39 H 3.43998 -3.62488 0.67250
40 H 1.69918 -5.78797 1.97353
41 H 2.14965 -5.68545 0.26448
42 H 1.07761 -4.46403 0.99597
43 O -1.29973 2.28282 -3.59392
44 P -0.58651 3.34307 -4.46839
45 O -0.38126 4.42590 -3.23283
46 C 0.64540 4.17194 -2.29117
47 C 2.01820 4.41917 -2.88783
48 O -1.98244 4.00275 -5.09234
49 C -3.17183 3.23263 -5.17078
50 C -4.03176 3.44639 -3.93545
51 O 0.21037 4.52767 -5.44543
52 C 1.05823 3.98298 -6.44572
53 C 0.30131 3.09448 -7.41809
54 H 0.56505 3.14903 -1.90896
55 H 0.48938 4.85363 -1.44973
56 H 2.25641 3.65712 -3.63467
57 H 2.79032 4.38471 -2.11361
58 H 2.05965 5.39206 -3.38881
59 H -2.94104 2.17365 -5.32699
60 H -3.72354 3.56611 -6.05519
61 H -3.46559 3.32322 -3.00576
62 H -4.87450 2.74842 -3.92591
63 H -4.42793 4.46816 -3.92330
64 H 1.86580 3.42350 -5.96698
65 H 1.50707 4.82113 -6.98745
66 H -0.09396 2.20696 -6.91786
67 H 0.96003 2.76195 -8.22758
68 H -0.54964 3.62939 -7.84728

Mulliken atomic charge list, values in e, 8 entries: C -0.8835; C -0.0736; C -0.3386; N -0.4369; Al 0.1335; I -0.4525; H 0.2379; H 0.2629